# 1
A single C4H5ClS2 molecule at a distorted geometry, computed with ωB97M-V/def2-TZVPD.

Its total energy is -1411.84330 Ha. The relative energy (zero: lowest compared OMol25 entry of this formula, charge and spin) comes out at 315.9 kJ/mol. As for the net charge: 0. The HOMO-LUMO gap (alpha / beta) is 0.3053 / 0.2009 hartree. The largest force on an atom is 4.3 eV Å⁻¹.

Last column: Löwdin charge in e.
Positions of all 12 atoms, in Å:
C  -0.281  -1.218  -0.485  -0.228
C  -0.014  -0.807  -1.720  -0.645
C  -0.274  -0.473  0.721  -0.394
C  0.325  0.837  0.835  -1.139
S  -0.190  0.785  -2.255  0.644
S  -0.523  2.093  1.634  0.806
Cl  1.837  1.078  0.068  0.650
H  -0.287  -2.354  -0.244  0.146
H  0.083  -1.525  -2.436  0.014
H  -1.244  -0.513  1.371  0.155
H  0.444  -0.987  1.399  0.139
H  0.124  3.084  1.110  -0.146

=====

# 2
A single C4H5ClSSi molecule at a distorted geometry, computed with ωB97M-V/def2-TZVPD.

Its total energy is -1303.23401 Ha. The relative energy (zero: lowest compared OMol25 entry of this formula, charge and spin) comes out at 175.3 kJ/mol. As for the net charge: 0. The HOMO-LUMO gap is 0.3248 hartree. The largest force on an atom is 3.4 eV Å⁻¹. Its structure (SMILES) is S/C=C\C#C[SiH2]Cl.

Last column: Löwdin charge in e.
Positions of all 12 atoms, in Å:
C  0.940  1.549  -0.586  -0.218
C  0.883  0.231  -0.161  -0.130
C  0.010  2.486  -0.868  -0.502
C  0.955  -0.977  -0.010  -0.143
Si  0.580  -2.709  0.523  0.189
S  -1.780  2.550  -0.821  0.732
Cl  1.717  -3.512  2.031  0.212
H  1.856  2.165  -0.560  0.115
H  -2.051  1.216  -0.907  -0.128
H  0.359  3.506  -1.008  0.051
H  0.680  -3.731  -0.438  -0.086
H  -0.678  -2.739  1.092  -0.091

=====

# 3
A molecular structure, C4H5CsLiO3 at a distorted geometry, computed with ωB97M-V/def2-TZVPD.

Its total energy is -408.61901 Ha. The relative energy (zero: lowest compared OMol25 entry of this formula, charge and spin) comes out at 0.0 kJ/mol. As for the net charge: 0. The HOMO-LUMO gap (alpha / beta) is 0.2593 / 0.2585 hartree. The largest force on an atom is 2.3 eV Å⁻¹. As for the spin multiplicity: 2.

Last column: Mulliken spin population.
Positions of all 14 atoms, in Å:
O  -2.033  -0.314  -0.513  0.000
Li  -0.837  -2.048  -0.022  -0.009
O  -2.486  -1.335  0.408  -0.001
C  -1.700  0.819  0.108  -0.010
C  -0.777  1.682  -0.357  0.011
H  -0.720  2.743  -0.106  0.000
H  -2.260  0.961  1.039  0.000
H  -0.497  1.468  -1.421  -0.001
O  2.606  0.104  -0.369  0.124
C  2.026  -1.005  -0.559  0.019
C  1.202  -1.623  0.389  0.799
Cs  1.868  1.720  1.560  0.013
H  1.565  -1.725  1.426  0.023
H  2.043  -1.446  -1.581  0.030

=====

# 4
A molecular structure, C4H5CuLiO2 at a distorted geometry, computed with ωB97M-V/def2-TZVPD.

Its total energy is -1953.47542 Ha. The relative energy (zero: lowest compared OMol25 entry of this formula, charge and spin) comes out at 99.0 kJ/mol. As for the net charge: +1. The HOMO-LUMO gap (alpha / beta) is 0.1331 / 0.2315 hartree. The largest force on an atom is 5.2 eV Å⁻¹. As for the spin multiplicity: 3.

Last column: Mulliken spin population.
Positions of all 13 atoms, in Å:
C  1.131  -0.146  -1.052  0.701
C  0.844  -0.200  0.407  0.191
C  -0.368  0.559  0.735  0.333
C  -1.617  -0.015  0.696  0.170
O  -2.723  0.641  0.739  0.242
O  2.235  -0.496  -1.549  0.197
Li  3.996  -0.757  -1.382  0.021
Cu  -4.378  0.465  0.638  0.020
H  0.582  -1.346  -0.070  0.019
H  1.698  0.115  1.021  0.055
H  -0.284  1.638  0.877  0.017
H  -1.685  -1.105  0.530  0.005
H  0.570  0.646  -1.591  0.028

=====

# 5
A molecular structure, C4H5ErO2 at a distorted geometry, computed with ωB97M-V/def2-TZVPD.

Its total energy is -1320.08255 Ha. The relative energy (zero: lowest compared OMol25 entry of this formula, charge and spin) comes out at 108.1 kJ/mol. As for the net charge: +2. The HOMO-LUMO gap (alpha / beta) is 0.2464 / 0.2471 hartree. The largest force on an atom is 3.2 eV Å⁻¹. As for the spin multiplicity: 4.

Last column: Mulliken spin population.
Positions of all 12 atoms, in Å:
H  3.014  -1.483  0.077  0.003
O  2.064  -1.530  0.216  0.013
C  1.460  -0.376  -0.329  0.042
C  0.001  -0.412  -0.128  0.165
C  -1.093  -0.982  0.224  0.020
H  1.664  -0.287  -1.410  0.005
H  1.850  0.542  0.145  -0.001
H  -1.650  -1.788  0.687  0.040
C  -1.350  0.675  -0.127  0.400
O  -1.264  1.711  0.728  0.288
Er  -3.159  3.039  1.114  2.012
H  -1.537  0.891  -1.196  0.011

=====

# 6
A single C4H5F3 molecule at a distorted geometry, computed with ωB97M-V/def2-TZVPD.

Its total energy is -454.90212 Ha. The relative energy (zero: lowest compared OMol25 entry of this formula, charge and spin) comes out at 203.9 kJ/mol. As for the net charge: 0. The HOMO-LUMO gap is 0.3995 hartree. The largest force on an atom is 4.2 eV Å⁻¹. Its structure (SMILES) is FC/C=C\C(F)F.

Last column: Löwdin charge in e.
Positions of all 12 atoms, in Å:
C  -0.962  1.421  0.072  -0.162
C  0.282  0.761  -0.622  -0.049
C  0.843  -0.418  -0.440  -0.056
C  0.296  -1.675  0.175  -0.284
H  -0.792  1.127  1.210  0.135
H  -2.227  1.102  -0.084  0.186
H  0.761  1.564  -0.976  0.059
H  1.938  -0.559  -0.430  0.127
H  0.439  -2.474  -0.623  0.165
F  -0.871  2.858  -0.032  -0.114
F  -0.983  -1.457  0.621  0.050
F  1.275  -2.252  1.130  -0.058

=====

# 7
A molecular structure, C4H5F3IN at a distorted geometry, computed with ωB97M-V/def2-TZVPD.

Its total energy is -807.39394 Ha. The relative energy (zero: lowest compared OMol25 entry of this formula, charge and spin) comes out at 119.4 kJ/mol. As for the net charge: 0. The HOMO-LUMO gap is 0.3207 hartree. The largest force on an atom is 2.5 eV Å⁻¹.

Last column: Löwdin charge in e.
Positions of all 14 atoms, in Å:
C  -1.398  -0.010  0.853  -0.374
C  -0.678  1.634  -0.763  -0.151
C  -1.442  0.431  -0.378  -0.712
C  1.831  -1.165  0.001  -0.498
N  -1.786  -0.334  1.966  0.155
F  1.758  -0.041  -0.717  0.068
F  1.960  -2.192  -0.817  0.110
F  2.951  -1.085  0.781  0.095
I  -1.568  -1.217  -1.753  0.844
H  0.770  -1.253  0.510  0.159
H  -0.897  2.158  -1.659  0.065
H  0.361  1.319  -0.710  0.050
H  -0.866  2.333  0.083  0.102
H  -0.996  -0.580  2.602  0.089

=====

# 8
2 unconnected molecules or ions with the total composition C4H5F3N4O at a distorted geometry, computed with ωB97M-V/def2-TZVPD.

Its total energy is -748.91670 Ha. The relative energy (zero: lowest compared OMol25 entry of this formula, charge and spin) comes out at 803.1 kJ/mol. As for the net charge: 0. The HOMO-LUMO gap is 0.3318 hartree. The largest force on an atom is 5.0 eV Å⁻¹.

Last column: Löwdin charge in e.
Positions of all 17 atoms, in Å:
C  1.362  -0.007  1.295  -0.170
C  -0.764  -1.139  0.826  -0.052
C  0.629  -0.035  -1.088  -0.098
C  0.278  -0.105  0.368  -0.243
N  2.287  -0.004  2.042  0.199
N  -1.139  1.763  1.562  0.109
N  -0.006  -1.204  -1.814  -0.105
N  -0.607  1.758  0.410  -0.217
O  -0.330  2.457  -0.498  0.072
F  -1.639  3.055  1.829  -0.076
F  0.122  -0.883  -3.126  0.006
F  0.871  -2.215  -1.675  0.013
H  -0.233  -2.102  0.812  0.097
H  -1.214  -0.902  1.833  0.100
H  -1.723  -1.187  0.240  0.104
H  0.378  0.740  -1.778  0.112
H  1.727  0.011  -1.238  0.150